The following is a DFT calculation (wB97M-V/def2-TZVPD) of a 2-piece molecular cluster, C5H16NO overall at a distorted geometry.

Last column: Löwdin charge in e.
Cartesian coordinates (Å):
C  -0.7032  0.6908  1.5362  -0.023
C  -0.1239  1.0687  0.1829  -0.306
C  -0.7441  0.3373  -1.0095  -0.394
C  -2.2232  0.7152  -1.1658  -0.057
C  -0.5593  -1.1795  -1.0445  -0.059
N  1.3274  0.6452  0.2167  0.194
H  -1.7122  1.1088  1.5807  0.095
H  -0.8560  -0.3929  1.5490  0.087
H  -0.1439  0.9865  2.4176  0.094
H  -0.1707  2.1441  0.0017  0.158
H  -0.3160  0.6750  -1.9701  0.146
H  -2.6956  0.2274  -2.0204  0.092
H  -2.8296  0.5552  -0.2793  0.080
H  -2.2822  1.7801  -1.4008  0.088
H  -1.1112  -1.6393  -1.8595  0.094
H  0.5032  -1.3506  -1.2525  0.069
H  -0.7062  -1.7389  -0.1122  0.082
H  1.3891  -0.2634  0.7212  0.101
H  1.7484  0.6241  -0.7106  0.167
H  1.9489  1.2983  0.6901  0.172
H  3.3165  -1.9549  1.1428  0.088
H  1.9283  -2.4685  1.3766  0.080
O  2.3880  -1.7417  0.9256  -0.051

Cartesian forces (eV/Å) of the 3 atoms listed first:
C -1.1 -0.4 -0.6
C 0.4 -0.2 -0.2
C -1.5 -0.4 -0.8

Output
**Electronic energy**: -8976.18122 eV
**ΔE to the lowest compared entry with this formula, charge and spin**: 7.7 kcal/mol
**Max |F|**: 0.034 hartree/bohr
**Net charge**: +1
**E_HOMO**: -0.562 hartree


The following is a DFT calculation (wB97M-V/def2-TZVPD) of a 2-piece molecular cluster, C16H17F4NO2 overall at a distorted geometry.

Last column: Löwdin charge in e.
Cartesian coordinates (Å):
O  2.9338  2.6537  5.4621  0.168
C  2.0463  2.0049  4.8922  -0.236
C  2.2626  0.6583  4.3720  -0.101
F  3.4616  0.0975  4.6175  0.134
C  1.3194  -0.0093  3.6701  -0.098
F  1.5325  -1.2756  3.2635  0.134
C  0.0363  0.5853  3.3133  -0.219
O  -0.7690  0.0268  2.5485  0.157
C  -0.2440  1.8461  3.9895  -0.095
F  -1.4997  2.3258  3.8834  0.134
C  0.6934  2.5182  4.6966  -0.100
F  0.4115  3.7107  5.2535  0.135
C  -0.9692  0.9431  -1.3025  -0.069
C  -0.7351  -0.3720  -1.6234  -0.246
N  0.4349  -0.7804  -2.1686  -0.107
C  0.6422  -2.0943  -2.7513  -0.163
C  2.0401  -2.0498  -3.3892  -0.156
C  2.6352  -0.6634  -3.0890  -0.158
C  1.5324  0.1483  -2.3912  -0.167
C  -1.8123  -1.4413  -1.3939  -0.125
C  -3.1226  -0.9220  -0.7868  -0.198
C  -2.9401  0.3078  0.1013  -0.210
C  -2.2332  1.4207  -0.6839  -0.224
H  -0.2380  1.7161  -1.5583  0.083
H  0.5772  -2.8907  -1.9962  0.115
H  -0.1155  -2.3094  -3.5185  0.113
H  2.6651  -2.8569  -3.0010  0.103
H  1.9496  -2.1773  -4.4718  0.103
H  3.5218  -0.7408  -2.4535  0.103
H  2.9278  -0.1690  -4.0180  0.102
H  1.2220  0.9830  -3.0403  0.115
H  1.9053  0.5925  -1.4525  0.120
H  -1.4243  -2.2511  -0.7458  0.119
H  -2.0580  -1.9142  -2.3617  0.112
H  -3.6014  -1.7247  -0.2148  0.107
H  -3.8008  -0.6547  -1.6099  0.111
H  -3.9147  0.6503  0.4647  0.108
H  -2.3151  0.0533  0.9668  0.082
H  -2.9356  1.7870  -1.4577  0.110
H  -2.0228  2.2675  -0.0156  0.103

Cartesian forces (eV/Å) of the 3 atoms listed first:
O -1.9 -1.4 -1.2
C 2.2 1.6 1.3
C 0.6 -1.7 -0.7

Output
**Electronic energy**: -33319.86008 eV
**ΔE to the lowest compared entry with this formula, charge and spin**: 4.0 kcal/mol
**Max |F|**: 0.064 hartree/bohr
**E_HOMO**: -0.256 hartree
**SMILES string**: O=C1C(F)=C(F)C(=O)C(F)=C1F.C1=C(N2CCCC2)CCCC1